[1]
Density functional theory data (ωB97M-V/def2-TZVPD) for a molecular structure, C53H41BrClIKN4O5PS.

XYZ file:
```
109
Properties=species:S:1:pos:R:3:forces:R:3
K -0.702454 -0.483100 -0.403107 -0.0838 0.6843 0.0478
N -3.683454 1.430931 1.786263 -0.1327 0.0268 0.0487
C -2.424312 1.778357 2.267247 0.2696 0.0950 0.2035
C -2.389229 2.395110 3.532633 -0.0152 -0.0364 -0.0593
C -1.171903 2.760276 4.057243 -0.0267 0.0243 0.0602
C -0.011568 2.521142 3.327640 0.1065 -0.0189 -0.0646
C -0.149113 1.920378 2.093857 -0.0428 -0.0298 0.0906
N -1.320482 1.548211 1.571529 -0.2824 -0.0578 -0.1812
C -4.090907 0.632189 0.723815 -0.1079 -0.0463 -0.1129
C -5.425286 0.193394 0.696389 0.0844 0.0249 -0.0053
C -5.823273 -0.620793 -0.342888 0.0006 -0.0093 -0.0065
C -4.905818 -0.991252 -1.322297 -0.0294 -0.0041 0.0535
C -3.623585 -0.494104 -1.209825 -0.2836 0.0080 -0.1713
N -3.232388 0.317658 -0.228489 0.1174 -0.0298 0.1480
H -4.414208 1.601279 2.457250 0.0081 -0.0007 -0.0270
H -3.305929 2.566478 4.085351 0.0178 -0.0100 -0.0169
H -1.125403 3.228342 5.033289 0.0091 -0.0113 -0.0228
H 0.966970 2.790348 3.700622 -0.0263 -0.0037 -0.0009
H 0.724454 1.715744 1.480265 -0.0215 0.0260 0.0341
H -6.120272 0.483376 1.475397 0.0129 0.0002 0.0044
H -6.844875 -0.977654 -0.382726 0.0072 -0.0014 -0.0039
H -5.169568 -1.657843 -2.130799 -0.0039 0.0212 0.0128
H -2.865115 -0.759844 -1.940873 -0.0546 -0.0657 -0.0076
Cl 1.899526 0.880997 -1.484821 -0.1764 0.1901 -0.1262
C 1.465799 1.363673 -3.122454 0.2513 -0.1118 0.1449
C 2.346345 0.960786 -4.112249 -0.0806 0.0418 -0.0444
C 2.099778 1.331100 -5.423819 0.0427 -0.0252 0.0119
C 0.989851 2.106033 -5.720115 -0.0217 0.0240 -0.0379
C 0.125035 2.498600 -4.711868 -0.0199 -0.0209 0.0524
C 0.333598 2.133495 -3.378123 0.0582 0.1178 -0.2080
P -0.901077 2.480514 -2.071363 0.1580 -0.4429 0.2483
C -0.158270 3.828997 -1.103536 0.0288 0.1268 0.0192
C 1.152782 4.273771 -1.245426 -0.0641 0.0317 0.0487
C 1.660818 5.241437 -0.386119 0.0411 -0.0064 -0.0283
C 0.862940 5.781164 0.610254 -0.0032 0.0252 0.0150
C -0.451192 5.351713 0.749866 -0.0365 -0.0258 -0.0047
C -0.955119 4.376302 -0.094231 0.0949 0.0359 0.0365
C -2.231700 3.316961 -2.982921 -0.0359 0.0320 -0.0954
C -3.239364 2.500158 -3.494976 -0.0801 0.1059 -0.0290
C -4.288465 3.047612 -4.220771 0.0300 -0.0545 0.0191
C -4.347276 4.418400 -4.425830 0.0021 0.0203 -0.0065
C -3.354069 5.239726 -3.907982 0.0078 0.0225 0.0091
C -2.298392 4.692971 -3.192373 -0.0211 -0.0039 -0.0397
H 3.202160 0.355419 -3.847447 -0.0110 0.0134 -0.0200
H 2.774103 1.012016 -6.207840 -0.0091 0.0023 0.0116
H 0.790251 2.404449 -6.741467 0.0060 -0.0061 0.0176
H -0.743894 3.093486 -4.960753 0.0088 0.0031 -0.0082
H 1.784506 3.867728 -2.025630 -0.0105 0.0023 -0.0017
H 2.685222 5.573939 -0.503551 -0.0256 -0.0001 0.0109
H 1.259224 6.535981 1.278222 0.0082 -0.0158 -0.0182
H -1.079387 5.766199 1.528708 0.0027 -0.0002 -0.0071
H -1.973382 4.026357 0.035839 -0.0052 -0.0154 -0.0072
H -3.204952 1.431304 -3.321212 0.0206 -0.0082 0.0142
H -5.062585 2.401727 -4.616073 0.0049 0.0195 0.0020
H -5.169358 4.847956 -4.984530 0.0117 -0.0008 0.0055
H -3.397702 6.310737 -4.063920 -0.0116 -0.0208 -0.0032
H -1.524064 5.338304 -2.794409 -0.0129 -0.0187 -0.0063
Br 3.823649 1.223013 4.653097 0.0105 -0.0103 0.0468
C 3.977310 -0.659148 4.547428 -0.0870 0.0155 -0.1354
C 4.306588 -1.349898 5.705881 -0.0014 0.0468 0.0029
C 4.433643 -2.727843 5.676921 -0.0044 -0.0602 -0.0207
C 4.221391 -3.417194 4.491274 -0.0085 -0.0500 0.0934
C 3.881488 -2.730004 3.339846 -0.0127 0.0645 -0.1504
C 3.763811 -1.342555 3.353108 0.0384 -0.0351 0.1311
I 3.310973 -0.378713 1.564852 0.0065 -0.0442 -0.0313
H 4.467574 -0.799592 6.622756 -0.0036 -0.0008 -0.0134
H 4.697953 -3.259500 6.582045 -0.0006 0.0066 -0.0221
H 4.314085 -4.494966 4.458221 -0.0074 0.0043 0.0051
H 3.706013 -3.269071 2.416585 -0.0068 0.0172 0.0373
O -1.606910 -3.017638 -1.056014 0.0600 -0.1474 0.0197
C -0.490414 -2.917726 -1.614523 0.0228 -0.1518 -0.1205
O -0.080502 -1.951002 -2.295436 0.1950 -0.1696 -0.3292
C 0.521515 -4.021225 -1.328743 -0.1799 0.0363 0.0425
C 1.814030 -3.671680 -0.960442 0.1020 0.0383 -0.0421
C 2.727929 -4.635721 -0.554124 0.0336 0.0497 0.0059
C 2.364788 -5.970942 -0.526808 -0.0853 -0.0060 -0.0079
C 1.078773 -6.300678 -0.927265 0.0613 0.1261 0.0362
C 0.147930 -5.357372 -1.322767 0.0182 0.0520 0.0990
N 0.669617 -7.706689 -0.863457 0.0639 -0.2131 -0.1163
O -0.356397 -8.029702 -1.427113 -0.1172 0.0424 0.0253
O 1.383178 -8.480138 -0.250729 0.0325 0.0114 0.0612
H 2.097940 -2.625618 -0.988076 -0.0231 -0.0303 -0.0144
H 3.728535 -4.340666 -0.260313 -0.0182 -0.0286 -0.0059
H 3.044784 -6.745425 -0.206127 -0.0082 -0.0125 -0.0034
H -0.862082 -5.645763 -1.577804 0.0196 -0.0124 0.0030
O -0.336949 -1.469181 1.758506 0.2776 0.0099 0.1248
S -0.065633 -1.873889 3.160925 -0.1068 -0.3821 0.1594
C 0.043373 -3.670777 3.105115 -0.1506 0.0085 -0.0181
C -0.584652 -4.338273 2.060432 0.0399 0.1203 -0.0217
C -0.512476 -5.721550 2.023489 0.0264 -0.0785 -0.0026
C 0.192720 -6.419462 2.998795 -0.0616 -0.0193 -0.0651
C 0.821431 -5.736810 4.028651 0.0054 0.0151 0.0520
C 0.742588 -4.351565 4.086945 0.0551 0.0954 0.0924
C -1.667023 -1.749675 3.966402 0.0575 -0.0131 0.1079
C -1.729086 -1.715420 5.349795 -0.0005 0.0247 0.0725
C -2.965045 -1.600307 5.971241 0.0343 -0.0086 -0.0360
C -4.117979 -1.512741 5.202013 -0.0270 0.0062 -0.0214
C -4.038255 -1.538721 3.814329 -0.0482 -0.0005 0.0172
C -2.808071 -1.655575 3.186477 0.0809 0.0253 -0.0940
H -1.095335 -3.781980 1.278418 0.0059 -0.0375 0.0030
H -1.006405 -6.261472 1.224931 0.0066 0.0318 0.0126
H 0.251876 -7.499782 2.946584 0.0108 0.0275 0.0043
H 1.371812 -6.280590 4.786800 -0.0083 0.0236 -0.0167
H 1.227889 -3.803291 4.886707 0.0359 -0.0086 -0.0066
H -0.819030 -1.771114 5.938110 -0.0290 0.0035 -0.0153
H -3.026692 -1.572769 7.051575 0.0002 -0.0026 -0.0146
H -5.082740 -1.424396 5.686111 0.0156 0.0017 -0.0084
H -4.936973 -1.474226 3.211876 0.0120 -0.0034 0.0242
H -2.720098 -1.668796 2.104476 -0.0072 -0.0012 0.0558
```
Positions in Å, forces in eV/Å.

Results
Net charge: 0
HOMO energy: -8.1 eV
Calculated total energy: -7310.88293 Eh

[2]
Density functional theory data (ωB97M-V/def2-TZVPD) for a gas-phase ion, C29H21F4N2S (charge +1) at a distorted geometry.

XYZ file:
```
57
Properties=species:S:1:pos:R:3:forces:R:3
F -2.798976 3.180324 -2.954458 0.2623 -1.5930 0.3950
C -2.600924 1.837326 -2.700447 0.1545 0.8794 -0.2257
C -3.623034 0.952767 -3.022587 0.3724 -0.0792 0.1199
C -3.336403 -0.391869 -2.820566 -0.5796 -0.5990 -0.0413
F -4.349836 -1.303314 -3.047113 1.3024 0.9176 0.0921
C -2.109787 -0.850143 -2.341029 0.0712 0.1724 -0.0422
C -1.147993 0.083090 -1.907994 -0.3727 -0.1294 -1.0699
C 0.121898 -0.407973 -1.209390 0.0796 -0.5309 -0.7354
C 1.411073 0.075123 -1.858992 0.5734 0.3021 -0.6680
C 2.260982 -0.841861 -2.492558 -0.0480 0.0343 0.1486
C 3.463319 -0.389808 -3.036483 0.5417 -0.6391 -0.2136
F 4.397695 -1.318425 -3.449862 -1.2691 1.0386 0.2361
C 3.795056 0.956675 -3.139401 -0.2885 -0.0699 0.3831
C 2.925619 1.842312 -2.509160 -0.1803 0.7652 0.0016
F 3.198728 3.194965 -2.566626 -0.2480 -1.5963 0.1797
C 1.779177 1.428974 -1.821871 0.3225 0.0488 -0.4162
C -1.377134 1.436029 -2.152090 -0.4608 0.2870 0.1248
H -4.573042 1.288774 -3.432425 0.2350 -0.0884 0.1402
H -1.918832 -1.922936 -2.267795 -0.2010 0.3026 0.1004
H 0.121034 -1.503770 -1.254502 0.0555 0.0118 -0.1550
H 2.017335 -1.908069 -2.489698 0.2453 0.3596 -0.0150
H 4.695168 1.294964 -3.643703 -0.1378 -0.0815 0.1517
H 1.200924 2.165209 -1.263899 0.2229 -0.1251 -0.2850
H -0.622994 2.185890 -1.928118 -0.4006 -0.0945 -0.0694
C 3.857502 -3.451049 0.736918 -0.0370 0.0628 -0.0308
C 4.395107 -2.226326 0.333721 -0.0179 0.1459 0.0700
C 3.614138 -1.069779 0.373484 -0.2129 -0.0473 -0.0231
C 2.261809 -1.145921 0.719347 0.2098 -0.2653 0.4282
C 1.415810 0.102294 0.901547 0.7349 0.1762 -0.3243
C 1.193838 0.394133 2.367939 0.4776 -0.2796 0.6647
C 0.051795 1.355617 2.549906 -0.1682 0.2387 -0.1180
N -1.136204 0.680229 2.032306 -0.3390 0.0902 -0.1925
C -2.460582 0.801466 2.503510 0.2929 -0.2683 0.1028
C -3.323618 0.005914 1.752492 -0.2798 0.0919 0.4738
C -4.694272 0.043102 1.988986 -0.1887 0.0327 0.1907
C -5.179698 0.855844 3.027090 0.3218 -0.1851 -0.2795
C -4.295820 1.609159 3.818375 0.4668 -0.2294 -0.2993
C -2.913296 1.584535 3.561309 -0.4313 -0.0588 0.0659
S -2.446828 -0.951983 0.569231 -0.4381 0.5201 0.2560
C -1.021971 -0.065362 0.923251 0.9679 0.5941 -0.0958
N 0.125749 -0.018299 0.193718 -1.2849 -0.0092 1.2345
C 1.707969 -2.379590 1.062352 0.3457 -0.2403 0.0777
C 2.516244 -3.523028 1.118418 -0.2635 0.1604 -0.1596
H 4.487457 -4.345997 0.754455 -0.2865 0.3590 -0.0143
H 5.432217 -2.157318 -0.003262 -0.3296 -0.0655 0.2012
H 4.044082 -0.098473 0.114410 -0.0749 -0.2910 0.0087
H 1.944672 0.961241 0.471451 -0.0930 -0.2757 0.1002
H 1.011029 -0.531990 2.927241 -0.0746 0.1595 -0.0946
H 2.121440 0.818741 2.765578 -0.1561 -0.0666 -0.0383
H -0.128498 1.607501 3.592604 0.0593 0.0154 -0.0567
H 0.257381 2.267407 1.974293 -0.2751 0.0090 0.1416
H -5.353261 -0.557116 1.359040 0.0343 0.2187 0.3323
H -6.253390 0.895783 3.224826 0.4064 -0.0290 -0.0996
H -4.684724 2.217611 4.638094 0.1759 -0.2110 -0.3156
H -2.202743 2.141683 4.170734 -0.3174 -0.0079 -0.1521
H 0.646519 -2.440548 1.326677 0.3395 -0.0727 0.0024
H 2.081098 -4.463757 1.460720 0.1836 0.2351 -0.1935
```
Positions in Å, forces in eV/Å.

Results
Net charge: +1
HOMO energy: -11.8 eV
Calculated total energy: -2024.65671 Eh

[3]
Density functional theory data (ωB97M-V/def2-TZVPD) for a molecular structure, C28H25Cl3MgN2O5Se2.

XYZ file:
```
66
Properties=species:S:1:pos:R:3:forces:R:3
Mg -0.131278 -0.027741 -0.845333 0.2525 -0.2254 -0.5807
C -2.236710 1.347597 2.682579 0.0438 -0.0358 -0.0030
O -1.156745 0.566540 2.209986 -0.1166 -0.0372 -0.0195
C 0.048309 0.733740 2.791833 0.1331 -0.0056 0.0771
C 0.285891 1.596483 3.858021 -0.0725 -0.0113 -0.0153
C 1.560030 1.708008 4.401472 0.0097 -0.0007 -0.0087
C 2.603928 0.962583 3.883807 0.0418 -0.0065 0.0104
C 2.368000 0.100156 2.822015 -0.0517 0.0437 -0.0701
C 1.099894 -0.037767 2.269311 0.1913 0.1901 0.1933
N 0.856669 -0.858013 1.137250 -0.2871 -0.1817 -0.0390
N 1.650073 -1.836505 1.104479 0.0921 -0.0086 0.1466
C 1.682922 -2.719341 0.064914 -0.1385 -0.1300 -0.1285
C 0.717939 -2.792275 -0.984301 0.0875 0.1434 0.1906
O -0.303098 -2.052003 -1.057761 0.0734 0.2963 0.0003
C 0.930398 -3.792527 -2.012623 -0.0916 0.0114 -0.0063
C 1.975219 -4.640270 -1.983832 0.0107 -0.0107 -0.0294
C 2.927326 -4.620793 -0.913962 0.0490 0.0157 0.0990
C 4.003218 -5.525536 -0.881555 -0.0001 0.0264 0.0226
C 4.915714 -5.512191 0.145307 0.0017 -0.0391 -0.0469
C 4.762560 -4.572512 1.175673 -0.0596 0.0586 0.0070
C 3.724047 -3.673143 1.160703 0.0429 -0.0139 0.0439
C 2.771056 -3.665531 0.116992 0.0191 -0.0369 -0.0553
H -2.430219 1.144507 3.741258 -0.0083 -0.0118 0.0179
H -3.091644 1.060535 2.078541 -0.0073 0.0172 -0.0339
H -2.039950 2.414115 2.545885 0.0010 0.0165 -0.0223
H -0.518353 2.195831 4.259654 -0.0026 -0.0036 -0.0102
H 1.730300 2.398081 5.219829 -0.0031 -0.0066 -0.0103
H 3.606284 1.068265 4.280608 -0.0123 0.0000 -0.0087
H 3.176652 -0.459301 2.373163 0.0074 -0.0134 -0.0214
H 0.211937 -3.774523 -2.822587 0.0218 -0.0472 -0.0144
H 2.127377 -5.356628 -2.786005 -0.0265 0.0059 -0.0027
H 4.101013 -6.238071 -1.694568 0.0004 -0.0041 0.0011
H 5.743816 -6.210998 0.157552 -0.0056 0.0012 -0.0028
H 5.475645 -4.546730 1.992130 0.0022 -0.0020 -0.0060
H 3.620715 -2.948272 1.955799 -0.0095 -0.0018 -0.0185
O -3.185907 3.668641 -2.424621 -0.0237 0.0247 -0.0195
C -2.177178 2.995995 -3.199100 0.0270 -0.0685 0.0454
C -2.627018 1.621129 -3.695106 -0.0509 0.0533 -0.0135
C -3.781804 1.810584 -4.693038 -0.0256 0.0190 0.0276
O -4.932538 2.459763 -4.159048 0.0013 -0.0075 -0.0050
C -3.118961 0.694473 -2.562107 -0.0035 -0.0094 -0.0714
Se -2.501215 1.019263 -0.720706 -0.1099 0.0293 0.3040
C -1.481077 0.972249 -4.479477 -0.1189 0.0624 -0.0838
Se 0.172570 0.592994 -3.490762 0.1070 -0.0241 -0.0396
H -3.172957 3.200486 -1.568228 0.0190 -0.0378 0.0475
H -1.266010 2.879373 -2.611312 0.0090 0.0162 -0.0180
H -1.959866 3.639419 -4.056074 -0.0009 0.0165 -0.0141
H -4.104287 0.832323 -5.063735 -0.0159 -0.0335 0.0077
H -3.403076 2.378958 -5.554598 0.0106 0.0134 -0.0165
H -4.597742 3.047035 -3.457941 0.0096 0.0066 -0.0218
H -2.849555 -0.331010 -2.816031 -0.0069 -0.0041 0.0041
H -4.204047 0.755563 -2.503444 -0.0276 -0.0265 0.0152
H -1.224111 1.626955 -5.319459 0.0557 -0.0117 0.0273
H -1.860848 0.043027 -4.915763 0.0232 -0.0212 0.0359
Cl 6.142623 4.063506 0.345624 0.0501 0.0490 0.0188
C 4.862072 2.935139 -0.055501 -0.0212 -0.0869 -0.0256
C 3.541257 3.294780 0.149842 -0.0283 -0.0461 -0.0113
C 2.544208 2.396774 -0.171964 0.0368 -0.1149 -0.0190
Cl 0.884299 2.833164 0.116251 -0.0011 -0.0455 -0.0497
C 2.783141 1.098225 -0.719150 0.0009 0.1335 0.0714
O 1.870694 0.271997 -1.015084 -0.0076 0.1062 0.1158
C 4.169551 0.806203 -0.880938 -0.0516 0.0208 0.0286
Cl 4.575857 -0.769224 -1.490154 0.0318 -0.0338 -0.0162
C 5.184410 1.688055 -0.566613 -0.0796 0.0272 0.0163
H 3.285553 4.261536 0.560629 0.0036 0.0005 0.0032
H 6.215428 1.399583 -0.717226 -0.0012 0.0007 0.0002
```
Positions in Å, forces in eV/Å.

Results
Net charge: -2
HOMO energy: -1.2 eV
Calculated total energy: -7951.43288 Eh

[4]
Density functional theory data (ωB97M-V/def2-TZVPD) for 2 unconnected molecules or ions with the total composition C5H13NP at a distorted geometry.

XYZ file:
```
20
Properties=species:S:1:pos:R:3:forces:R:3
C -1.643698 -1.040267 0.085328 0.3008 1.5257 -1.5218
C -0.861664 2.465656 0.326598 1.0951 0.1649 -1.7951
C 0.485911 -0.912103 -1.103826 0.9833 1.6727 -1.7453
C 0.091996 1.494225 -0.407546 -3.0554 -2.3060 0.4004
C -0.518479 -0.172583 -0.458969 0.1861 1.1078 1.2632
N 2.528047 -1.402684 0.817849 0.1938 0.8402 -0.8272
P -3.047598 -0.322217 0.768788 0.6057 -1.6629 0.0401
H -1.597006 -2.097042 -0.357504 -0.0390 1.5216 1.1999
H -0.929637 2.040188 1.295490 0.3670 0.7100 1.5739
H -0.483399 3.561586 0.169526 -1.0510 -2.1022 0.8013
H -1.883409 2.265708 -0.018433 0.2592 0.7823 -0.5571
H 1.371179 -0.943473 -0.319329 -0.2373 -0.1783 -1.0119
H 0.215314 -1.909013 -1.308448 -0.0499 -1.2423 -0.4951
H 0.864584 -0.321732 -2.027371 -0.1198 -1.2094 1.5471
H 1.108661 1.429932 -0.081339 0.4639 -0.3145 1.1452
H 0.280572 1.685007 -1.435842 -0.6401 0.3054 -1.1756
H 2.169831 -0.531891 1.188195 -0.1132 -0.7402 0.8807
H 3.527356 -1.399287 0.844195 0.4102 -0.1732 -0.0284
H 2.121371 -2.300063 1.003740 -0.2420 0.1607 0.7154
H -3.799932 -1.589948 1.018899 0.6827 1.1374 -0.4095
```
Positions in Å, forces in eV/Å.

Results
Net charge: +1
HOMO energy: -13.6 eV
Calculated total energy: -594.00313 Eh

Q: Look up the calculated total energy of the fourth one.
A: -594.00313 Eh

Q: HOMO energy of number 3 (C28H25Cl3MgN2O5Se2)?
A: -1.2 eV